(1)
# C7H14FN2

The ion C7H14FN2 with charge +1 in a non-equilibrium geometry (wB97M-V/def2-TZVPD, OMol25).

LUMO energy (eV): -3.1
HOMO energy (eV): -12.83
SMILES string: CN1CC[NH+](/C=C/F)CC1
Largest force on an atom (eV/Å): 5.8
Orbital gap (eV): 9.7

The geometry in ORCA input format:
```
! RIJCOSX wB97M-V def2-TZVPD def2/J DEFGRID3
* xyz 1 1
C 0.068 -1.793 2.269
C -0.540 -1.911 3.552
C 0.859 1.173 0.002
C -0.971 -0.054 -0.902
C 1.057 0.081 1.019
C -0.764 -1.231 0.056
C 0.332 1.279 -2.456
N 0.350 0.524 -1.176
N -0.132 -0.700 1.302
F -0.233 -3.004 4.176
H 0.641 -2.690 1.999
H -1.407 -1.398 3.927
H 0.149 1.978 0.267
H 1.804 1.718 -0.271
H -1.350 -0.458 -1.879
H -1.781 0.513 -0.557
H 1.743 -0.576 0.581
H 1.327 0.637 1.854
H -1.685 -1.630 0.045
H -0.192 -1.960 -0.390
H 0.011 0.636 -3.307
H -0.185 2.254 -2.679
H 1.432 1.475 -2.756
H -0.727 -0.006 1.691
*
```


(2)
# C2

An isolated molecule of C2 in a non-equilibrium geometry (wB97M-V/def2-TZVPD, OMol25).

LUMO energy (eV): -3.0
HOMO energy (eV): -9.49
Largest force on an atom (eV/Å): 6.8
Orbital gap (eV): 6.5

The geometry in ORCA input format:
```
! RIJCOSX wB97M-V def2-TZVPD def2/J DEFGRID3
* xyz 0 1
C 0.000 0.000 0.940
C 0.000 0.000 -0.940
*
```


(3)
# C2H2S4

A structure of composition C2H2S4 in a non-equilibrium geometry (wB97M-V/def2-TZVPD, OMol25).

LUMO energy (alpha / beta) (eV): -0.8 / -0.8
HOMO energy (alpha / beta) (eV): -7.91 / -7.91
Largest force on an atom (eV/Å): 3.4
Orbital gap (alpha / beta) (eV): 7.1 / 7.1

The geometry in ORCA input format:
```
! RIJCOSX wB97M-V def2-TZVPD def2/J DEFGRID3
* xyz 0 1
C -1.278 0.611 -0.027
C 1.233 0.676 0.119
S -1.416 2.213 -0.013
S 1.364 2.253 0.020
S -2.096 -0.798 -0.029
S 2.119 -0.733 0.074
H -3.339 -0.225 -0.560
H 3.530 -0.662 0.364
*
```


(4)
# CH2ClNO2S2

A cluster of 2 separate species, CH2ClNO2S2 in total in a non-equilibrium geometry (wB97M-V/def2-TZVPD, OMol25).

LUMO energy (alpha / beta) (eV): -1.5 / -1.5
HOMO energy (alpha / beta) (eV): -9.67 / -9.67
Largest force on an atom (eV/Å): 3.6
Orbital gap (alpha / beta) (eV): 8.2 / 8.2

The geometry in ORCA input format:
```
! RIJCOSX wB97M-V def2-TZVPD def2/J DEFGRID3
* xyz 0 1
C 2.266 1.861 0.187
N 0.309 0.924 0.116
O 0.917 -0.558 -1.895
O 1.790 -1.091 0.363
S 2.065 2.947 1.281
S 0.731 -0.547 -0.441
Cl 3.073 1.044 -0.907
H -0.021 1.427 -0.721
H -0.560 -1.251 -0.123
*
```


(5)
# C4H11NO3

A cluster of 2 separate species, C4H11NO3 in total in a non-equilibrium geometry (wB97M-V/def2-TZVPD, OMol25).

LUMO energy (eV): 0.7
HOMO energy (eV): -9.77
SMILES string: O=CCCNCO.O
Largest force on an atom (eV/Å): 2.7
Orbital gap (eV): 10.5

The geometry in ORCA input format:
```
! RIJCOSX wB97M-V def2-TZVPD def2/J DEFGRID3
* xyz 0 1
C 0.195 -0.536 1.035
C -1.015 0.282 1.496
C -2.203 0.006 0.620
O -2.985 0.832 0.240
N 0.751 0.227 -0.070
C 2.029 -0.132 -0.660
O 3.083 0.284 0.244
H -0.238 -1.492 0.683
H 0.952 -0.660 1.813
H -1.372 -0.064 2.486
H -0.782 1.349 1.592
H -2.228 -1.054 0.249
H 0.730 1.228 0.031
H 2.065 0.520 -1.540
H 2.104 -1.152 -0.948
H 3.843 0.580 -0.263
H -1.453 -0.586 -2.341
H -0.218 -0.419 -1.432
O -0.511 -0.788 -2.301
*
```


(6)
# C7H12

An isolated molecule of C7H12 (wB97M-V/def2-TZVPD, OMol25).

LUMO energy (eV): 1.2
HOMO energy (eV): -9.12
SMILES string: C[C@@H]1C=C[C@H](C)C1
Largest force on an atom (eV/Å): 0.3
Orbital gap (eV): 10.3

The geometry in ORCA input format:
```
! RIJCOSX wB97M-V def2-TZVPD def2/J DEFGRID3
* xyz 0 1
C 2.057 0.494 1.077
C 0.576 0.112 1.216
C -0.349 0.916 0.267
C -1.254 -0.102 -0.475
C -1.277 0.138 -1.985
C -0.664 -1.435 -0.076
C 0.303 -1.321 0.828
H 2.403 0.298 0.054
H 2.199 1.565 1.271
H 2.690 -0.072 1.775
H 0.282 0.272 2.264
H -0.940 1.664 0.806
H 0.260 1.464 -0.466
H -2.288 -0.041 -0.104
H -0.262 0.064 -2.394
H -1.656 1.141 -2.211
H -1.909 -0.588 -2.509
H -1.029 -2.374 -0.483
H 0.861 -2.147 1.266
*
```


(7)
# C3H10Cl2NSi

A cluster of 2 separate species, C3H10Cl2NSi in total in a non-equilibrium geometry (wB97M-V/def2-TZVPD, OMol25).

LUMO energy (eV): -3.6
HOMO energy (eV): -13.79
Largest force on an atom (eV/Å): 5.6
Orbital gap (eV): 10.2

The geometry in ORCA input format:
```
! RIJCOSX wB97M-V def2-TZVPD def2/J DEFGRID3
* xyz 1 1
C 0.795 -0.384 1.465
C 1.785 0.789 -0.363
C -0.143 -0.615 -0.700
N 0.534 0.249 0.198
Si -2.660 -0.020 -0.639
Cl -3.909 -1.226 0.322
Cl -2.122 1.687 0.268
H -0.164 -0.679 1.997
H 1.321 -1.301 1.020
H 1.541 0.125 2.127
H 1.621 0.884 -1.497
H 2.018 1.866 0.147
H 2.401 -0.071 -0.163
H 0.190 -1.738 -0.678
H 0.075 -0.469 -1.781
H -0.137 0.996 0.314
H -3.145 -0.093 -2.035
*
```


(8)
# C4H8N3

A cluster of 2 separate species, C4H8N3 in total in a non-equilibrium geometry (wB97M-V/def2-TZVPD, OMol25).

LUMO energy (alpha / beta) (eV): -5.6 / -5.6
HOMO energy (alpha / beta) (eV): -13.24 / -13.81
Largest force on an atom (eV/Å): 5.0
Orbital gap (alpha / beta) (eV): 7.6 / 8.2

The geometry in ORCA input format:
```
! RIJCOSX wB97M-V def2-TZVPD def2/J DEFGRID3
* xyz 1 1
C -0.637 1.152 0.327
C 1.854 -0.196 -0.361
C -2.060 -0.240 -0.456
C -0.959 -1.003 0.426
N -1.705 1.076 -0.371
N -0.108 0.047 0.771
N 2.773 0.508 0.028
H 0.020 2.118 0.333
H 1.698 -1.170 -0.763
H -2.224 -0.576 -1.519
H -3.124 -0.129 -0.135
H -1.468 -1.312 1.352
H -0.408 -1.784 -0.111
H 3.803 0.106 -0.089
H 2.546 1.404 0.568
*
```


(9)
# C5H10N2

An isolated molecule of C5H10N2 in a non-equilibrium geometry (wB97M-V/def2-TZVPD, OMol25).

LUMO energy (alpha / beta) (eV): 0.2 / 0.2
HOMO energy (alpha / beta) (eV): -6.08 / -6.08
Largest force on an atom (eV/Å): 3.5
Orbital gap (alpha / beta) (eV): 6.3 / 6.3

The geometry in ORCA input format:
```
! RIJCOSX wB97M-V def2-TZVPD def2/J DEFGRID3
* xyz 0 1
C 1.211 -0.621 0.962
C -1.314 -1.541 -0.087
C 1.232 -1.132 -0.409
C 0.410 0.080 -0.130
C 0.783 1.484 -0.537
N -0.995 -0.268 -0.137
N -1.908 0.679 -0.032
H 0.650 -1.083 1.817
H 2.137 -0.125 1.424
H -0.620 -2.276 -0.431
H -2.411 -1.823 -0.013
H 2.072 -1.112 -1.013
H 1.257 1.508 -1.607
H 1.607 1.881 0.119
H -0.125 2.151 -0.623
H -1.576 1.636 -0.140
H -2.409 0.561 0.838
*
```


(10)
# C8H11N4O

The ion C8H11N4O with charge +1 in a non-equilibrium geometry (wB97M-V/def2-TZVPD, OMol25).

LUMO energy (eV): -3.6
HOMO energy (eV): -12.93
SMILES string: NC(=O)CN1C=[NH+][C@@H]2N=CCC=C21
Largest force on an atom (eV/Å): 5.7
Orbital gap (eV): 9.4

The geometry in ORCA input format:
```
! RIJCOSX wB97M-V def2-TZVPD def2/J DEFGRID3
* xyz 1 1
C 0.944 1.165 0.884
C 1.679 2.376 -1.094
C -1.398 -0.492 -1.056
C -0.169 0.740 0.245
C -0.104 -2.614 0.594
C 1.469 2.456 0.356
C -0.493 1.581 -1.244
C -1.038 -1.492 1.131
N 0.809 1.866 -1.824
N -0.948 -0.405 0.177
N -1.257 0.550 -1.863
N 0.081 -3.627 1.455
O 0.380 -2.569 -0.517
H 1.389 0.557 1.642
H 2.561 2.918 -1.470
H -2.092 -1.212 -1.367
H 0.783 3.285 0.447
H 2.388 2.806 0.820
H -1.086 2.498 -1.093
H -0.764 -1.190 2.040
H -2.065 -1.884 1.066
H -1.380 0.464 -2.880
H -0.221 -3.389 2.388
H 0.533 -4.387 1.165
*
```


(11)
# C18H12Cl3N5RhSi

A structure of composition C18H12Cl3N5RhSi (wB97M-V/def2-TZVPD, OMol25).

LUMO energy (eV): -4.9
HOMO energy (eV): -11.47
Largest force on an atom (eV/Å): 0.5
Orbital gap (eV): 6.6

The geometry in ORCA input format:
```
! RIJCOSX wB97M-V def2-TZVPD def2/J DEFGRID3
* xyz 1 1
Rh 0.005 -1.463 0.433
C -4.127 -2.734 0.544
C -4.891 -1.607 0.248
C -4.241 -0.416 0.072
C -2.841 -0.332 0.182
N -2.100 -1.435 0.452
C -2.768 -2.607 0.629
N -2.356 0.939 0.025
C -1.124 1.277 0.006
N 0.003 0.482 0.088
C 1.128 1.280 0.005
N 2.361 0.944 0.023
C 2.849 -0.327 0.162
C 4.249 -0.406 0.057
C 4.902 -1.599 0.212
C 4.139 -2.733 0.479
C 2.779 -2.611 0.562
N 2.110 -1.438 0.410
C 0.692 2.678 -0.114
C 1.419 3.851 -0.201
C 0.695 5.033 -0.292
C -0.700 5.031 -0.293
C -1.421 3.847 -0.202
C -0.692 2.677 -0.114
H -4.574 -3.703 0.709
H -5.968 -1.667 0.165
H -4.762 0.503 -0.145
H -2.160 -3.465 0.854
H 4.769 0.518 -0.140
H 5.979 -1.654 0.134
H 4.587 -3.705 0.623
H 2.173 -3.476 0.766
H 2.500 3.842 -0.197
H 1.220 5.975 -0.362
H -1.228 5.973 -0.363
H -2.502 3.836 -0.200
Cl 0.019 -3.528 1.491
Si -0.028 -2.320 -1.515
Cl 1.574 -2.824 -2.588
Cl -1.667 -2.637 -2.603
*
```


(12)
# C3H3N3O2

An isolated molecule of C3H3N3O2 in a non-equilibrium geometry (wB97M-V/def2-TZVPD, OMol25).

LUMO energy (eV): -1.3
HOMO energy (eV): -8.90
SMILES string: [H]/N=C1N=N/C(=C/O)O/1
Largest force on an atom (eV/Å): 4.8
Orbital gap (eV): 7.6

The geometry in ORCA input format:
```
! RIJCOSX wB97M-V def2-TZVPD def2/J DEFGRID3
* xyz 0 1
C 1.746 0.561 -0.023
C 0.337 0.482 0.091
C -1.768 -0.176 -0.033
H 3.222 -0.818 -0.120
H 2.473 1.366 0.324
H -2.731 -1.929 -0.034
N -2.822 -0.858 -0.070
N -1.747 1.232 -0.188
N -0.503 1.532 0.006
O 2.208 -0.835 -0.191
O -0.414 -0.555 0.239
*
```


Which of these has the lowest largest force on an atom? C7H12